The following is a DFT calculation (the ωB97M-V functional and the def2-TZVPD basis) of a molecular structure, C4H6O2.

energy above the lowest of the compared OMol25 structures with the same formula, charge and spin = 493.8 kJ/mol
HOMO = -0.344 Ha
DFT total energy = -8335.3428 eV

The geometry in XYZ format:
```
12
Properties=species:S:1:pos:R:3:forces:R:3
O -1.2731 1.2269 0.8454 -0.2 -0.2 0.0
C -0.3022 0.8021 -0.0626 0.2 0.2 -0.1
C 0.9552 0.1399 0.5396 0.0 0.1 0.1
C 1.0883 -0.8712 -0.5406 -0.6 -0.1 0.3
O -1.1104 -1.4097 -0.2572 0.7 0.1 0.0
C -0.7530 -0.4011 -0.9143 0.3 -0.2 -0.1
H -1.6871 0.4240 1.1972 0.0 0.1 0.0
H -0.0315 1.6455 -0.7017 0.0 -0.1 0.1
H 1.8222 0.8122 0.5523 0.0 -0.1 -0.1
H 0.8044 -0.2524 1.5525 0.1 0.1 -0.1
H 1.5329 -1.8387 -0.2402 -0.5 0.1 -0.3
H -1.0457 -0.2775 -1.9705 0.2 -0.1 0.2
```
Positions in Å, forces in eV/Å.

The following is a DFT calculation (the ωB97M-V functional and the def2-TZVPD basis) of C4H6O2 in the gas phase.

SMILES string = CC(=O)CC=O
energy above the lowest of the compared OMol25 structures with the same formula, charge and spin = 105.8 kJ/mol
HOMO = -0.356 Ha
DFT total energy = -8339.3646 eV

The geometry in XYZ format:
```
12
Properties=species:S:1:pos:R:3:forces:R:3
C -1.2663 0.1403 1.2059 0.0 0.1 0.1
C -0.0657 -0.4350 0.5009 -0.2 -0.4 0.0
O 0.0115 -1.6388 0.3468 0.1 0.3 0.6
C 0.9406 0.4357 -0.2256 0.0 -0.1 -0.2
C 0.8111 -0.1232 -1.6744 0.2 0.2 -0.2
O 0.9964 0.4356 -2.7197 -0.1 0.0 0.7
H -2.1486 -0.1405 0.6167 0.1 0.1 0.1
H -1.2461 1.2238 1.3307 0.1 -0.1 0.0
H -1.3565 -0.3556 2.1757 0.0 0.1 -0.1
H 0.8383 1.5141 -0.0464 -0.1 -0.3 -0.5
H 1.9606 0.1340 0.0530 -0.2 0.0 0.1
H 0.5248 -1.1904 -1.5636 0.2 0.2 -0.7
```
Positions in Å, forces in eV/Å.

The following is a DFT calculation (the ωB97M-V functional and the def2-TZVPD basis) of C4H6O2 in the gas phase.

SMILES string = O=C[C@@H]1C[C@@H]1O
energy above the lowest of the compared OMol25 structures with the same formula, charge and spin = 187.1 kJ/mol
HOMO = -0.357 Ha
DFT total energy = -8338.5224 eV

The geometry in XYZ format:
```
12
Properties=species:S:1:pos:R:3:forces:R:3
O 2.0320 -0.5256 1.9562 -0.3 0.2 -0.3
C 1.2729 0.0422 1.2058 0.1 -0.1 0.2
C 0.5145 -0.6382 0.1254 0.0 -0.1 0.2
C 0.1687 0.1568 -1.1210 -0.1 0.1 -0.1
C -0.9174 -0.2749 -0.2125 0.0 -0.2 0.0
O -1.4623 0.8220 0.4775 -0.5 -0.2 0.2
H 1.1189 1.1372 1.2553 0.0 0.0 0.1
H 0.7842 -1.6902 0.0173 -0.2 0.3 -0.1
H 0.4055 -0.2157 -2.1142 -0.2 0.0 0.3
H 0.1645 1.2286 -0.9237 0.9 -0.1 -0.6
H -1.6168 -1.0840 -0.4138 0.2 0.1 0.0
H -2.0730 1.2610 -0.1339 0.2 -0.1 0.3
```
Positions in Å, forces in eV/Å.

The following is a DFT calculation (the ωB97M-V functional and the def2-TZVPD basis) of a molecular structure, C4H6O2.

energy above the lowest of the compared OMol25 structures with the same formula, charge and spin = 282.9 kJ/mol
HOMO = -0.342 Ha
DFT total energy = -8337.5287 eV

The geometry in XYZ format:
```
12
Properties=species:S:1:pos:R:3:forces:R:3
O -0.5846 1.2388 -1.5590 0.1 -0.3 -0.1
C -0.0340 1.1274 -0.2887 0.1 0.1 0.4
C -0.3826 0.1210 0.7714 -0.2 0.0 0.2
C -0.3301 -1.3013 0.2314 -0.3 -0.1 0.0
O 0.9397 -1.0826 -0.4108 0.1 0.1 -0.1
C 1.0320 0.2061 0.1884 0.4 0.2 -0.1
H -0.6084 0.3690 -1.9731 0.1 0.0 0.0
H 0.0948 2.1210 0.1321 -0.1 -0.1 0.0
H -0.8040 0.3899 1.7348 0.2 0.0 -0.1
H -0.2155 -2.0380 1.0348 -0.1 0.1 -0.1
H -1.1015 -1.6368 -0.4725 0.0 0.1 0.1
H 1.9943 0.4855 0.6111 -0.2 0.0 -0.1
```
Positions in Å, forces in eV/Å.

The following is a DFT calculation (the ωB97M-V functional and the def2-TZVPD basis) of a molecular structure, C4H6O2.

energy above the lowest of the compared OMol25 structures with the same formula, charge and spin = 131.7 kJ/mol
HOMO = -0.364 Ha
DFT total energy = -8339.0962 eV

The geometry in XYZ format:
```
12
Properties=species:S:1:pos:R:3:forces:R:3
O 2.0163 -0.5988 0.3271 0.0 0.2 0.1
C 0.7119 -0.6027 -0.1348 -0.1 -0.1 -0.1
C -0.5387 -0.3972 0.7945 -0.1 -0.2 0.3
C -1.2204 0.4061 -0.3507 -0.1 0.1 -0.1
C 0.2157 0.6886 -0.7469 0.2 0.4 -0.1
O 0.8443 1.7017 -0.9316 -0.3 -0.4 -0.1
H 2.3376 0.3099 0.2081 0.1 -0.2 0.1
H 0.5359 -1.4745 -0.7783 0.0 0.1 0.1
H -1.0448 -1.2917 1.1612 0.1 0.1 -0.1
H -0.2871 0.2662 1.6281 0.0 -0.1 -0.1
H -1.8574 1.2601 -0.1188 0.1 -0.1 0.0
H -1.7132 -0.2679 -1.0582 0.1 0.1 0.1
```
Positions in Å, forces in eV/Å.

The following is a DFT calculation (the ωB97M-V functional and the def2-TZVPD basis) of 2 unconnected molecules or ions with the total composition C4H6O2.

SMILES string = C=C1CO1.C=O
energy above the lowest of the compared OMol25 structures with the same formula, charge and spin = 344.1 kJ/mol
HOMO = -0.352 Ha
DFT total energy = -8336.8943 eV

The geometry in XYZ format:
```
12
Properties=species:S:1:pos:R:3:forces:R:3
C -1.2912 0.0680 -0.6299 0.0 0.2 0.1
C -0.4247 0.8695 -0.0393 -0.2 -0.1 -0.2
C 0.7859 1.6254 0.1054 0.2 0.1 -0.2
O -0.2516 1.5141 1.1346 -0.2 0.0 0.1
H -2.1967 -0.2483 -0.1235 0.1 0.1 -0.1
H -1.0758 -0.3186 -1.6192 0.0 0.1 0.2
H 1.7271 1.1419 0.3653 -0.2 0.0 -0.1
H 0.8622 2.6045 -0.3603 0.0 -0.1 0.1
C 0.4642 -1.8124 0.2899 0.2 -0.1 -0.2
O 1.0451 -2.1522 -0.7096 -0.1 0.0 0.5
H -0.4959 -2.2615 0.6132 0.1 -0.1 -0.1
H 0.8514 -1.0304 0.9734 0.1 -0.2 -0.1
```
Positions in Å, forces in eV/Å.

The following is a DFT calculation (the ωB97M-V functional and the def2-TZVPD basis) of C4H6O2 in the gas phase.

energy above the lowest of the compared OMol25 structures with the same formula, charge and spin = 664.1 kJ/mol
HOMO = -0.296 Ha
DFT total energy = -8333.5784 eV

The geometry in XYZ format:
```
12
Properties=species:S:1:pos:R:3:forces:R:3
O -0.9228 1.2895 0.8959 -0.1 -0.2 -0.5
C -1.8681 1.2023 -0.0014 -0.5 0.0 0.3
C -0.2250 0.7825 -0.5530 0.6 0.0 -0.2
C 0.9086 0.0461 0.1289 0.0 0.2 0.2
C 0.8250 -1.3925 0.3489 -0.1 -0.2 0.2
O 1.5857 -0.8562 -0.7271 0.1 0.0 -0.2
H -2.5562 0.3379 0.2534 0.2 0.1 0.0
H 0.0761 1.6726 -1.0932 0.0 -0.1 0.1
H -0.6896 0.0364 -1.2298 -0.2 0.2 0.3
H 1.5455 0.6551 0.7674 -0.1 -0.1 -0.1
H 1.4017 -1.8480 1.1515 -0.1 0.1 -0.1
H -0.0808 -1.9256 0.0584 0.1 0.1 0.0
```
Positions in Å, forces in eV/Å.

The following is a DFT calculation (the ωB97M-V functional and the def2-TZVPD basis) of C4H6O2 in the gas phase.

SMILES string = C[C@H]1OCC1=O
energy above the lowest of the compared OMol25 structures with the same formula, charge and spin = 161.7 kJ/mol
HOMO = -0.366 Ha
DFT total energy = -8338.7848 eV

The geometry in XYZ format:
```
12
Properties=species:S:1:pos:R:3:forces:R:3
C 0.2001 1.4307 -0.7356 0.0 0.0 0.0
C -0.2182 0.4759 0.3648 0.2 0.5 0.2
O -1.2746 -0.4358 0.0328 -0.4 0.2 0.3
C -0.4651 -1.6047 0.2269 -0.1 -0.1 -0.2
C 0.7104 -0.7066 0.6298 0.4 -0.1 0.0
O 1.8425 -0.8430 0.9986 -0.8 0.0 -0.3
H 1.0646 2.0123 -0.3973 -0.1 -0.1 0.0
H 0.4791 0.8941 -1.6484 -0.1 0.0 0.2
H -0.6134 2.1219 -0.9723 0.1 -0.1 0.0
H -0.4955 1.0080 1.2783 0.2 0.2 0.1
H -0.4220 -2.0258 -0.7688 0.6 -0.9 0.0
H -0.8079 -2.3269 0.9912 0.0 0.4 -0.4
```
Positions in Å, forces in eV/Å.

The following is a DFT calculation (the ωB97M-V functional and the def2-TZVPD basis) of 2 unconnected molecules or ions with the total composition C4H6O2.

SMILES string = C1=CC1.O=CO
energy above the lowest of the compared OMol25 structures with the same formula, charge and spin = 389.3 kJ/mol
HOMO = -0.321 Ha
DFT total energy = -8336.4259 eV

The geometry in XYZ format:
```
12
Properties=species:S:1:pos:R:3:forces:R:3
C -0.4612 -0.8495 0.4433 -0.2 0.2 0.1
C -0.9810 0.3901 0.6664 -0.1 -0.2 0.2
C -1.3366 -0.3290 -0.6219 -0.1 -0.1 -0.2
H -0.3012 -1.8103 0.9096 0.0 0.2 -0.1
H -1.5518 0.7660 1.5065 0.1 -0.1 -0.1
H -0.9045 0.0520 -1.5493 0.0 -0.1 0.2
H -2.2826 -0.8560 -0.7651 0.1 0.1 0.0
O 1.4344 -0.7930 -0.0993 0.2 0.4 -0.1
C 1.9108 0.3499 -0.2078 0.0 -0.2 0.0
O 1.2595 1.4517 -0.1139 0.0 -0.2 0.0
H 2.9898 0.4599 -0.4055 -0.1 0.0 0.0
H 0.2243 1.1681 0.2369 0.2 0.0 -0.1
```
Positions in Å, forces in eV/Å.

The following is a DFT calculation (the ωB97M-V functional and the def2-TZVPD basis) of C4H6O2 in the gas phase.

SMILES string = O=COC1CC1
energy above the lowest of the compared OMol25 structures with the same formula, charge and spin = 124.0 kJ/mol
HOMO = -0.389 Ha
DFT total energy = -8339.1762 eV

The geometry in XYZ format:
```
12
Properties=species:S:1:pos:R:3:forces:R:3
O 2.0148 0.8689 1.0038 0.0 -0.3 -0.4
C 2.0575 0.2678 -0.0348 0.1 0.2 0.3
O 1.0766 -0.4773 -0.5680 0.1 0.1 0.0
C -0.1176 -0.6018 0.1851 -0.1 -0.1 0.1
C -1.3761 -0.4469 -0.5991 -0.1 -0.1 -0.1
C -0.9702 0.5988 0.4079 0.0 0.2 0.1
H 2.9246 0.2432 -0.7119 -0.1 0.0 0.1
H -0.0448 -1.3592 0.9605 0.0 0.1 -0.1
H -1.2488 -0.1966 -1.6480 0.0 0.0 0.2
H -2.2108 -1.1062 -0.3816 0.2 0.1 0.0
H -0.5982 1.5477 0.0362 -0.1 -0.2 0.0
H -1.5070 0.6616 1.3499 0.1 0.0 -0.2
```
Positions in Å, forces in eV/Å.

The following is a DFT calculation (the ωB97M-V functional and the def2-TZVPD basis) of C4H6O2 in the gas phase.

energy above the lowest of the compared OMol25 structures with the same formula, charge and spin = 478.2 kJ/mol
HOMO (spin up / spin down) = -0.347 / -0.347 Ha
DFT total energy = -8335.5050 eV

The geometry in XYZ format:
```
12
Properties=species:S:1:pos:R:3:forces:R:3
C 1.6041 0.0526 -0.0993 1.1 0.4 -1.9
O 1.6737 0.0684 1.2367 -2.0 -0.8 1.1
C 0.1698 -0.0023 -0.0070 0.7 0.0 0.8
C -0.9048 0.8495 0.5517 -0.1 0.8 0.2
O -1.9101 0.0360 -0.0978 0.1 0.1 0.0
C -0.9126 -0.8912 -0.5509 0.1 -0.8 0.5
H 2.0102 -0.8678 -0.5254 0.0 -0.3 -0.4
H 2.0661 0.8774 -0.6331 0.1 0.6 -0.2
H -0.9037 1.8966 0.2319 -0.1 0.0 0.0
H -0.9860 0.8099 1.6444 0.0 -0.1 -0.2
H -1.0048 -1.8723 -0.0766 -0.1 -0.1 0.0
H -0.9235 -1.0268 -1.6462 0.3 0.2 0.3
```
Positions in Å, forces in eV/Å.

The following is a DFT calculation (the ωB97M-V functional and the def2-TZVPD basis) of C4H6O2 in the gas phase.

SMILES string = C1C[C@@]2(CO2)O1
energy above the lowest of the compared OMol25 structures with the same formula, charge and spin = 270.7 kJ/mol
HOMO = -0.363 Ha
DFT total energy = -8337.6554 eV

The geometry in XYZ format:
```
12
Properties=species:S:1:pos:R:3:forces:R:3
C 0.9148 -0.6386 -1.1766 0.0 0.0 0.0
C -0.4945 -0.7627 -0.5797 -0.2 -0.1 0.1
C -0.0994 0.4345 0.2615 -0.8 0.2 0.0
C -0.3778 0.9642 1.5678 0.4 -0.3 0.5
O -1.1467 1.5029 0.5099 1.5 -0.6 -1.3
O 1.1686 0.5327 -0.3491 -0.5 0.6 -0.1
H 0.9870 -0.3952 -2.2418 -0.1 0.0 0.2
H 1.6023 -1.4651 -0.9462 -0.1 0.4 0.1
H -1.3011 -0.5070 -1.2692 0.1 -0.1 0.1
H -0.7285 -1.6829 -0.0474 0.0 0.0 0.0
H 0.3628 1.6511 1.9703 0.0 -0.1 0.1
H -0.8876 0.3662 2.3005 -0.4 -0.1 0.3
```
Positions in Å, forces in eV/Å.